72
Properties=species:S:1:pos:R:3 method="wB97M-V/def2-TZVPD" de_lowest_kcal_mol=3.8 smiles="CCCCCCCCCCOC(=O)Cn1c(COc2ccc(C)cc2)[n+](C)c2ccccc21" charge=+1 orbital_gap_ev=8.299 energy_ev=-38787.2921 max_force_ev_per_a=0.96
C -4.330 -0.518 1.808
C -4.942 0.751 1.224
C -4.008 1.469 0.249
C -2.831 2.161 0.932
C -1.849 2.735 -0.087
C -0.670 3.448 0.572
C 0.424 3.784 -0.439
C 1.612 4.488 0.217
C 2.781 4.721 -0.747
C 3.807 3.591 -0.758
O 3.286 2.378 -1.336
C 2.971 1.390 -0.541
O 3.065 1.344 0.658
C 2.430 0.184 -1.345
N 2.441 -0.966 -0.484
C 1.617 -1.141 0.559
C 0.373 -0.319 0.729
O -0.352 -0.255 -0.470
C -1.281 -1.248 -0.752
C -1.400 -2.442 -0.065
C -2.390 -3.344 -0.425
C -3.262 -3.082 -1.470
C -4.347 -4.042 -1.841
C -3.110 -1.886 -2.168
C -2.133 -0.978 -1.819
N 2.038 -2.161 1.312
C 1.479 -2.675 2.535
C 3.195 -2.665 0.747
C 4.029 -3.709 1.127
C 5.130 -3.947 0.331
C 5.397 -3.176 -0.804
C 4.572 -2.139 -1.190
C 3.460 -1.892 -0.396
H -3.462 -0.288 2.421
H -5.055 -1.032 2.433
H -4.023 -1.194 1.011
H -5.858 0.482 0.694
H -5.215 1.430 2.033
H -4.580 2.218 -0.303
H -3.631 0.742 -0.475
H -2.302 1.447 1.568
H -3.203 2.962 1.574
H -1.472 1.919 -0.708
H -2.372 3.433 -0.742
H -0.250 2.812 1.359
H -1.017 4.365 1.051
H 0.754 2.863 -0.926
H 0.009 4.430 -1.215
H 1.958 3.905 1.074
H 1.270 5.451 0.599
H 2.404 4.873 -1.759
H 3.325 5.619 -0.454
H 4.151 3.373 0.257
H 4.658 3.859 -1.389
H 3.053 0.007 -2.221
H 1.408 0.404 -1.668
H 0.665 0.714 0.961
H -0.246 -0.694 1.549
H -0.741 -2.696 0.751
H -2.480 -4.268 0.127
H -4.238 -4.983 -1.308
H -4.333 -4.239 -2.911
H -5.320 -3.618 -1.596
H -3.772 -1.662 -2.990
H -2.019 -0.050 -2.357
H 2.252 -2.688 3.304
H 0.660 -2.051 2.882
H 1.121 -3.695 2.383
H 3.828 -4.308 2.000
H 5.805 -4.748 0.589
H 6.273 -3.399 -1.393
H 4.790 -1.553 -2.067

***

21
Properties=species:S:1:pos:R:3 method="wB97M-V/def2-TZVPD" de_lowest_kcal_mol=77.4 orbital_gap_ev=9.962 energy_ev=-13566.7895 max_force_ev_per_a=1.15
C -0.254 -2.071 0.496
C 0.194 -1.914 1.923
C -0.029 2.576 -0.884
O -0.522 3.638 -1.565
O -1.405 -1.627 0.134
O 1.135 2.457 -0.608
H 0.221 4.222 -1.785
H -1.344 -0.466 0.304
H 0.084 -2.972 -0.019
H 1.243 -2.180 2.043
H 0.029 -0.897 2.273
H -0.410 -2.596 2.531
C -1.139 1.590 -0.559
C 1.269 -0.881 -0.567
O -0.741 0.636 0.377
H 0.342 -0.150 -0.030
H -1.449 1.147 -1.518
H -1.996 2.164 -0.189
H 1.819 0.070 -0.599
H 1.978 -1.606 -0.177
H 0.976 -1.141 -1.582

***

103
Properties=species:S:1:pos:R:3 method="wB97M-V/def2-TZVPD" charge=+1 orbital_gap_ev=7.238 energy_ev=-236114.1450 max_force_ev_per_a=4.71
C 8.776 1.785 2.775
O 8.947 0.424 3.202
C 7.828 -0.366 2.769
C 7.887 -0.706 1.187
C 6.772 0.199 0.468
C 5.348 -0.471 0.782
C 4.220 0.657 0.681
C 3.713 0.777 -0.830
C 2.171 1.143 -1.002
C 1.131 0.107 -0.349
P 1.810 -1.687 -0.197
S 2.343 -2.104 1.655
C 0.436 0.629 1.005
N 1.011 1.211 2.196
C 1.419 2.456 2.036
C 2.809 2.854 2.727
C 0.650 3.608 1.272
N -0.899 0.494 1.035
C -1.849 0.897 2.098
C -2.371 -0.305 3.008
C -3.804 0.100 3.606
F -4.838 0.015 2.654
Br -3.826 1.974 4.304
C -4.243 -0.830 4.836
F -3.679 -0.380 6.043
F -5.639 -0.655 5.007
Br -3.943 -2.756 4.534
C -1.347 -0.175 -0.246
O -1.371 -1.584 0.130
C -2.877 0.046 -0.702
C -3.837 -1.166 -0.258
O -5.214 -0.782 -0.569
C -0.193 0.217 -1.305
P -0.749 1.939 -1.872
N -1.699 1.928 -3.176
P 0.147 -1.007 -2.730
N -1.401 -1.670 -3.269
O 0.764 -0.196 -4.109
H 8.964 1.890 1.656
H 7.733 2.195 2.986
H 9.497 2.412 3.391
H 7.751 -1.347 3.324
H 6.852 0.197 2.984
H 8.927 -0.541 0.779
H 7.548 -1.793 1.095
H 6.854 1.277 0.797
H 6.986 0.163 -0.643
H 5.342 -1.026 1.779
H 5.215 -1.289 -0.008
H 4.745 1.644 0.929
H 3.391 0.546 1.439
H 4.044 -0.140 -1.412
H 4.296 1.648 -1.291
H 1.967 1.128 -2.127
H 2.006 2.206 -0.657
H 0.785 -2.651 -0.515
H 2.863 -1.933 -1.146
H 2.602 3.531 3.612
H 3.466 3.385 1.978
H 3.277 1.881 3.095
H 0.545 3.457 0.157
H 1.254 4.569 1.404
H -0.361 3.830 1.757
H -1.405 1.671 2.810
H -2.779 1.406 1.669
H -1.701 -0.417 3.929
H -2.389 -1.312 2.499
H -0.919 -1.722 0.985
H -2.892 0.027 -1.839
H -3.293 1.054 -0.387
H -3.632 -2.090 -0.897
H -3.805 -1.374 0.852
H -5.675 -1.647 -0.584
H 0.363 2.797 -2.224
H -1.426 2.530 -0.735
H -1.802 0.953 -3.483
H -1.670 -1.097 -4.093
H -1.264 -2.618 -3.639
H 0.779 0.774 -3.984
C -7.452 -3.042 2.904
O -7.989 -1.959 3.645
H -8.261 -3.528 2.359
H -6.708 -2.670 2.191
H -6.990 -3.763 3.584
H -7.258 -1.546 4.116
C -4.798 3.382 -5.662
O -4.942 2.788 -4.381
H -5.699 3.952 -5.888
H -3.936 4.055 -5.664
H -4.664 2.604 -6.419
H -4.132 2.291 -4.204
C -2.484 -5.520 0.344
O -2.020 -4.513 -0.547
H -3.246 -6.111 -0.161
H -1.655 -6.171 0.632
H -2.919 -5.056 1.234
H -1.349 -4.005 -0.080
C -1.511 -0.298 -7.474
O -2.296 -0.390 -6.290
H -0.463 -0.199 -7.192
H -1.639 -1.201 -8.075
H -1.814 0.579 -8.050
H -3.216 -0.477 -6.563

***

8
Properties=species:S:1:pos:R:3 method="wB97M-V/def2-TZVPD" de_lowest_kcal_mol=65.3 orbital_gap_ev=7.868 energy_ev=-213719.8860 max_force_ev_per_a=3.40
C 0.575 0.876 -0.410
C -0.720 -0.923 0.551
N 1.045 0.721 -1.494
Br -0.457 -0.113 2.269
Br 0.008 -2.699 0.706
Br -2.452 -0.697 -0.210
H 0.415 1.429 0.540
H 1.585 1.407 -1.952

***

19
Properties=species:S:1:pos:R:3 method="wB97M-V/def2-TZVPD" de_lowest_kcal_mol=3.2 smiles=CCCSSC.O orbital_gap_ev=9.613 energy_ev=-28060.7286 max_force_ev_per_a=1.15
C -1.646 -1.165 -0.901
C -0.565 -0.355 -1.623
C 0.695 -0.201 -0.811
S 0.478 0.324 0.927
S -0.581 2.084 0.726
C 0.740 3.299 0.482
H -1.214 -2.071 -0.465
H -2.461 -1.443 -1.568
H -2.087 -0.606 -0.073
H -0.971 0.639 -1.789
H -0.415 -0.819 -2.590
H 1.403 0.518 -1.224
H 1.242 -1.134 -0.679
H 0.394 4.184 0.998
H 0.889 3.529 -0.557
H 1.642 2.967 0.970
O 1.011 -3.187 3.051
H 0.212 -2.739 2.759
H 1.235 -3.824 2.369

***

12
Properties=species:S:1:pos:R:3 method="wB97M-V/def2-TZVPD" de_lowest_kcal_mol=157.6 smiles="CO[N+](=O)OC" charge=+1 orbital_gap_ev=11.392 energy_ev=-9790.2556 max_force_ev_per_a=5.45
C 0.676 1.627 0.609
O 0.280 0.343 0.091
N 1.268 -0.389 -0.395
O 2.373 -0.090 -0.380
O 0.789 -1.461 -0.937
C -0.593 -1.816 -0.579
H -0.060 2.191 1.163
H 1.388 2.173 -0.131
H 1.462 1.402 1.422
H -0.802 -2.802 -0.862
H -1.177 -1.218 -1.231
H -0.846 -1.408 0.379

***

53
Properties=species:S:1:pos:R:3 method="wB97M-V/def2-TZVPD" de_lowest_kcal_mol=12.4 orbital_gap_ev=7.626 energy_ev=-34313.9581 max_force_ev_per_a=2.49
O 10.893 -6.985 -9.570
H 11.400 -7.224 -8.723
H 11.375 -7.332 -10.384
H 9.946 -7.294 -9.466
C 7.330 -7.753 -10.310
O 6.955 -9.107 -10.420
O 8.242 -7.667 -9.315
C 7.784 -7.280 -11.720
F 8.537 -8.159 -12.399
F 6.695 -7.011 -12.484
F 8.479 -6.122 -11.653
C 5.634 -9.525 -10.798
C 5.522 -11.018 -10.753
H 4.503 -11.338 -10.987
H 6.308 -11.495 -11.333
H 5.501 -11.396 -9.725
H 5.518 -9.184 -11.831
H 4.841 -9.048 -10.217
H 6.457 -7.135 -10.050
C 13.466 -5.663 -12.384
C 13.396 -7.193 -12.358
C 14.402 -7.883 -11.460
O 13.975 -9.245 -11.482
C 14.882 -10.232 -11.060
N 12.010 -7.485 -11.987
H 14.473 -5.256 -12.501
H 13.071 -5.213 -11.474
H 12.878 -5.324 -13.238
H 13.665 -7.646 -13.320
H 14.344 -7.536 -10.423
H 15.418 -7.857 -11.858
H 14.286 -11.144 -11.005
H 15.154 -10.060 -10.013
H 15.772 -10.405 -11.668
H 11.969 -8.493 -12.162
H 11.459 -7.144 -12.772
C 13.316 -7.842 -5.276
C 13.378 -7.697 -6.802
C 14.513 -8.542 -7.344
O 15.718 -7.961 -6.847
C 16.851 -8.523 -7.485
N 12.032 -7.969 -7.366
H 13.380 -8.867 -4.889
H 12.510 -7.397 -4.693
H 14.273 -7.449 -4.922
H 13.581 -6.625 -6.861
H 14.493 -8.377 -8.423
H 14.220 -9.572 -7.121
H 17.224 -9.510 -7.184
H 17.708 -7.941 -7.139
H 16.760 -8.546 -8.572
H 11.436 -7.390 -6.773
H 11.768 -8.885 -7.004

***

15
Properties=species:S:1:pos:R:3 method="wB97M-V/def2-TZVPD" de_lowest_kcal_mol=95.0 smiles=N[C@@H]1CN(O)[C@H]1O orbital_gap_ev=10.114 energy_ev=-10312.8328 max_force_ev_per_a=2.96
N 1.999 0.206 -0.512
C 0.769 0.123 0.289
C -0.015 -1.143 0.557
N -1.274 -0.309 0.301
O -2.284 -0.999 -0.382
C -0.499 0.678 -0.348
O -0.784 1.928 0.096
H 2.758 -0.262 -0.085
H 2.252 1.161 -0.711
H 0.902 0.647 1.268
H -0.034 -2.034 -0.170
H 0.082 -1.556 1.556
H -2.148 -0.783 -1.338
H -0.563 0.624 -1.486
H -1.159 1.719 0.964